Record 1
A molecular structure, C24H30BF16O10PS. Source: the Open Molecules 2025 dataset; level of theory: ωB97M-V with the def2-TZVPD basis set.

charge	0
LUMO	-0.58	eV
frontier orbital gap	0.324	Ha
calculated total energy	-110129.9090	eV
multiplicity	1

Last column: Mulliken charge in e.
Atoms and positions in Å:
1 C -0.86 4.92 2.16  -0.283
2 C -0.22 5.49 0.82  -0.598
3 B 0.60 4.43 -0.06  0.195
4 O 0.78 4.71 -1.44  -0.539
5 C 1.31 3.06 0.48  1.135
6 C 1.96 3.04 1.93  -1.009
7 C 1.14 2.27 3.03  -0.275
8 C 1.71 2.72 4.46  -0.956
9 C 0.51 2.55 5.47  0.388
10 C 0.20 1.27 6.12  -0.365
11 C -0.95 1.17 7.01  -0.366
12 C -1.82 2.31 7.28  -0.518
13 C -1.48 3.59 6.66  -0.507
14 C -0.32 3.71 5.76  -0.284
15 O 2.53 3.02 -0.38  -0.525
16 S 2.74 1.48 -0.97  1.553
17 O 2.65 1.70 -2.40  -0.677
18 O 4.01 0.98 -0.49  -0.651
19 O 1.48 0.70 -0.23  -0.253
20 C 0.53 1.80 -0.05  -1.485
21 C -0.92 1.47 0.43  -0.468
22 P -2.26 2.10 -0.72  0.719
23 O -1.92 2.00 -2.15  -0.645
24 O -3.61 1.13 -0.49  -0.540
25 O -2.73 3.63 -0.24  -0.488
26 H -0.02 4.79 2.89  -0.123
27 H -1.54 5.71 2.58  0.434
28 H -1.36 3.94 1.99  -0.014
29 H -1.07 5.85 0.17  0.216
30 H 0.38 6.40 1.06  0.475
31 H 1.53 5.34 -1.49  0.312
32 H 2.97 2.55 1.83  0.295
33 H 2.14 4.11 2.23  0.478
34 H 0.05 2.49 3.05  0.209
35 H 1.32 1.17 2.98  0.359
36 H 2.04 3.79 4.47  0.423
37 H 2.59 2.10 4.78  0.489
38 H 0.82 0.37 5.92  0.349
39 H -1.17 0.18 7.47  0.322
40 H -2.72 2.22 7.94  0.358
41 H -2.10 4.49 6.86  0.330
42 H -0.14 4.71 5.32  0.259
43 H 0.36 2.09 -1.14  0.954
44 H -1.02 0.35 0.40  0.474
45 H -1.15 1.77 1.48  0.204
46 H -4.02 1.39 0.36  0.317
47 H -3.24 3.50 0.59  0.332
48 C 3.54 -2.18 -1.11  -0.142
49 C 4.80 -3.04 -0.87  0.729
50 C 5.16 -4.01 -2.00  0.098
51 F 4.20 -4.93 -2.22  -0.211
52 F 6.29 -4.70 -1.66  -0.287
53 F 4.67 -3.69 0.31  -0.290
54 F 5.84 -2.18 -0.72  -0.324
55 O 2.33 -2.63 -0.50  -0.382
56 C 1.56 -3.57 -1.18  0.807
57 C 1.44 -4.90 -0.43  0.204
58 F 2.65 -5.45 -0.22  -0.222
59 F 0.72 -5.79 -1.15  -0.258
60 F 2.03 -3.72 -2.44  -0.302
61 F 0.33 -3.02 -1.31  -0.277
62 H 3.74 -1.23 -0.62  -0.126
63 H 3.40 -1.93 -2.16  0.464
64 H 5.36 -3.48 -2.93  0.288
65 H 0.96 -4.76 0.54  0.231
66 C -2.34 -2.86 -4.02  -0.754
67 C -2.51 -2.74 -5.55  0.876
68 C -3.94 -2.52 -6.06  0.119
69 F -4.77 -3.53 -5.75  -0.218
70 F -3.94 -2.42 -7.41  -0.280
71 F -1.95 -3.82 -6.15  -0.278
72 F -1.77 -1.67 -5.94  -0.321
73 O -2.26 -4.20 -3.50  -0.346
74 C -3.47 -4.84 -3.23  0.742
75 C -3.68 -6.08 -4.10  0.202
76 F -3.67 -5.78 -5.41  -0.212
77 F -4.88 -6.65 -3.83  -0.273
78 F -4.49 -3.96 -3.33  -0.281
79 F -3.42 -5.21 -1.93  -0.294
80 H -1.37 -2.42 -3.79  0.405
81 H -3.06 -2.25 -3.47  0.373
82 H -4.36 -1.59 -5.66  0.285
83 H -2.89 -6.82 -3.91  0.243



Record 2
C20H19F3N4O3 in the gas phase. Source: the Open Molecules 2025 dataset; level of theory: ωB97M-V with the def2-TZVPD basis set.

charge	0
LUMO	0.68	eV
frontier orbital gap	0.332	Ha
calculated total energy	-41299.4883	eV
SMILES	COc1nn(C)c(=O)n1-c1ccccc1CO/N=C(\C)c1cccc(C(F)(F)F)c1
relative energy (zero: lowest compared OMol25 entry of this formula, charge and spin)	105.0	kcal/mol
multiplicity	1

Last column: Mulliken charge in e.
Atoms and positions in Å:
1 O -0.40 -2.87 -0.83  -0.683
2 F 3.17 0.98 5.34  -0.241
3 F 3.58 0.42 3.27  -0.243
4 F 3.08 -1.29 4.62  -0.221
5 N 0.90 -0.41 -2.87  -0.915
6 N -1.94 -0.43 1.31  -0.631
7 O -0.72 0.13 -4.42  -0.368
8 O -2.51 -0.42 0.01  -0.111
9 C -0.25 -1.94 -1.59  0.191
10 C -0.35 -0.44 -3.23  0.506
11 C -1.14 0.54 1.48  0.440
12 C -3.95 -2.55 -4.44  -0.719
13 C -0.96 1.01 5.11  -0.870
14 C -4.89 -2.58 -3.51  -0.368
15 C -1.44 1.06 3.77  -0.294
16 C -2.69 -2.10 -4.11  -0.294
17 C 0.39 0.64 5.27  -0.547
18 C 0.79 0.35 2.97  -0.327
19 C -4.65 -2.21 -2.21  -1.134
20 C -0.60 0.60 2.77  -0.009
21 C -2.37 -1.72 -2.78  0.453
22 C 1.37 0.42 4.17  -0.234
23 C -3.38 -1.85 -1.80  1.003
24 N -1.09 -1.31 -2.48  0.683
25 N 1.00 -1.33 -1.82  0.624
26 C -0.01 1.43 -4.57  -0.870
27 C -0.62 1.53 0.48  -0.802
28 C 2.86 0.06 4.37  0.895
29 C -3.14 -1.71 -0.22  -0.898
30 C 2.14 -1.61 -1.05  -1.038
31 H -4.24 -2.89 -5.50  0.270
32 H -1.57 1.44 5.93  0.331
33 H -5.85 -2.93 -3.88  0.335
34 H -2.39 1.41 3.59  0.591
35 H -1.90 -2.26 -4.84  0.376
36 H 0.75 0.51 6.27  0.374
37 H 1.31 0.05 2.14  0.882
38 H -5.54 -2.21 -1.56  0.310
39 H 0.75 1.55 -3.79  0.376
40 H 0.56 1.31 -5.44  0.317
41 H -0.61 2.24 -4.63  0.333
42 H 0.26 2.13 0.87  0.372
43 H -1.37 2.27 0.13  0.294
44 H -0.24 0.90 -0.36  0.051
45 H -4.05 -1.86 0.30  0.427
46 H -2.47 -2.47 0.15  0.378
47 H 2.74 -2.52 -1.52  0.253
48 H 2.80 -0.71 -1.00  0.364
49 H 2.04 -1.91 -0.06  0.388



Record 3
C2H4IN in the gas phase. Source: the Open Molecules 2025 dataset; level of theory: ωB97M-V with the def2-TZVPD basis set.

charge	0
LUMO	0.40	eV
frontier orbital gap	0.371	Ha
calculated total energy	-11728.4021	eV
SMILES	[H]/N=C(/C)I
relative energy (zero: lowest compared OMol25 entry of this formula, charge and spin)	14.0	kcal/mol
multiplicity	1

Last column: Mulliken charge in e.
Atoms and positions in Å:
1 C -0.18 -0.36 -0.33  0.170
2 C 0.34 0.79 0.80  -0.805
3 N 0.63 -1.03 -0.94  -0.514
4 I -2.35 -0.29 -0.59  -0.031
5 H 0.23 0.13 1.64  0.305
6 H -0.38 1.54 0.53  0.353
7 H 1.43 0.91 0.48  0.230
8 H 0.28 -1.70 -1.60  0.291



Record 4
A molecular structure, C16H21BN8O2W. Source: the Open Molecules 2025 dataset; level of theory: ωB97M-V with the def2-TZVPD basis set.

charge	+2
LUMO (alpha / beta)	-8.57 / -8.58	eV
frontier orbital gap (alpha / beta)	0.194 / 0.194	Ha
calculated total energy	-35429.4428	eV
relative energy (zero: lowest compared OMol25 entry of this formula, charge and spin)	8.2	kcal/mol
multiplicity	1

Last column: Mulliken charge in e.
Atoms and positions in Å:
1 W -2.67 -0.45 -0.93  0.986
2 C -0.09 -1.03 -4.44  -1.902
3 C -1.09 -0.56 -3.44  0.959
4 N -1.23 -1.10 -2.24  -0.170
5 O -0.46 -2.16 -1.88  -0.297
6 C -2.04 0.52 -3.64  0.658
7 C -2.33 1.28 -4.88  -1.570
8 N -2.60 0.67 -2.48  0.426
9 O -3.71 1.02 -1.80  -0.495
10 H -0.21 -2.09 -4.66  0.482
11 H 0.93 -0.85 -4.09  0.457
12 H -0.22 -0.48 -5.37  0.377
13 H 0.11 -2.41 -2.63  0.377
14 H -1.45 1.84 -5.20  0.401
15 H -3.15 1.98 -4.71  0.345
16 H -2.60 0.60 -5.68  0.410
17 B -3.04 -4.87 0.32  0.043
18 C -2.96 -3.44 -0.08  0.406
19 N -2.86 -2.27 -0.32  -0.437
20 H -2.70 -5.53 -0.62  -0.007
21 H -2.17 -4.82 1.19  0.008
22 H -4.13 -5.06 0.78  0.012
23 C 0.33 -0.88 1.09  -0.648
24 C -0.67 0.18 1.37  0.905
25 N -1.76 0.47 0.62  -0.391
26 C -2.44 1.52 1.27  -0.649
27 C -1.74 1.85 2.36  -0.288
28 N -0.66 0.99 2.42  0.116
29 C 0.41 1.08 3.44  -1.057
30 N 1.51 1.82 2.93  0.647
31 N 1.29 3.10 2.51  -0.525
32 N 2.34 3.56 1.98  -0.547
33 C 3.33 2.59 2.03  0.091
34 C 4.66 2.63 1.59  -0.621
35 C 5.41 1.49 1.78  -0.548
36 C 4.86 0.34 2.40  -0.607
37 C 3.56 0.30 2.84  -0.626
38 C 2.80 1.45 2.63  1.288
39 H 0.25 -1.22 0.06  0.064
40 H 0.17 -1.74 1.74  0.338
41 H 1.34 -0.50 1.25  0.190
42 H -3.34 1.97 0.86  0.502
43 H -1.88 2.63 3.09  0.473
44 H 0.74 0.08 3.71  0.427
45 H -0.03 1.57 4.30  0.330
46 H 5.06 3.52 1.14  0.451
47 H 6.44 1.48 1.47  0.402
48 H 5.50 -0.52 2.54  0.405
49 H 3.17 -0.58 3.35  0.407



Record 5
A gas-phase ion, C2H7N4O (charge +1). Source: the Open Molecules 2025 dataset; level of theory: ωB97M-V with the def2-TZVPD basis set.

charge	+1
LUMO	-3.59	eV
frontier orbital gap	0.319	Ha
calculated total energy	-10184.7452	eV
SMILES	NC1=C(O)N[NH2+]N1
relative energy (zero: lowest compared OMol25 entry of this formula, charge and spin)	104.9	kcal/mol
multiplicity	1

Last column: Mulliken charge in e.
Atoms and positions in Å:
1 C -0.54 0.62 0.07  -0.035
2 C -0.89 -0.66 -0.03  0.531
3 N 0.95 0.75 -0.10  -0.452
4 N 0.43 -1.48 -0.09  -0.370
5 N -1.33 1.74 0.01  -0.482
6 N 1.40 -0.53 0.15  0.184
7 O -2.09 -1.24 0.02  -0.454
8 H 1.27 1.10 -1.09  0.310
9 H 0.63 -1.95 -0.92  0.227
10 H -2.32 1.37 0.08  0.252
11 H -1.18 2.73 0.36  0.276
12 H 2.24 -0.83 -0.25  0.348
13 H 1.59 -0.49 1.12  0.323
14 H -1.96 -2.09 0.31  0.344



Record 6
A molecular structure, C29H25BCl5MoN12S2. Source: the Open Molecules 2025 dataset; level of theory: ωB97M-V with the def2-TZVPD basis set.

charge	+2
LUMO (alpha / beta)	-6.86 / -8.22	eV
frontier orbital gap (alpha / beta)	0.251 / 0.201	Ha
calculated total energy	-135162.9216	eV
relative energy (zero: lowest compared OMol25 entry of this formula, charge and spin)	26.5	kcal/mol
multiplicity	4

Last column: Mulliken charge in e.
Atoms and positions in Å:
1 Mo 0.18 0.08 0.19  -1.703
2 C 3.60 -2.37 -0.36  -1.599
3 C 2.32 -2.15 0.14  -0.189
4 N 1.86 -0.97 -0.31  1.050
5 N 2.82 -0.43 -1.07  -0.242
6 C 3.88 -1.24 -1.12  0.113
7 B 2.57 0.93 -1.77  0.896
8 N 1.20 0.79 -2.50  0.422
9 C 0.91 0.89 -3.80  0.040
10 C -0.47 0.77 -3.95  -1.403
11 C -0.95 0.61 -2.66  -0.206
12 N 0.07 0.61 -1.80  0.432
13 N 2.34 1.98 -0.66  0.322
14 C 2.91 3.18 -0.42  0.230
15 C 2.27 3.77 0.65  -1.591
16 C 1.29 2.86 1.03  -0.273
17 N 1.35 1.79 0.24  0.490
18 N 3.64 1.12 -2.81  0.132
19 C 4.56 2.06 -3.14  -0.012
20 C 5.27 1.61 -4.23  -0.852
21 C 4.71 0.36 -4.52  -0.471
22 N 3.75 0.09 -3.68  -1.083
23 H 4.22 -3.21 -0.18  0.459
24 H 1.74 -2.76 0.81  0.575
25 H 4.76 -1.00 -1.67  0.531
26 H 1.66 1.03 -4.55  0.529
27 H -1.03 0.81 -4.86  0.476
28 H -1.97 0.52 -2.33  0.346
29 H 3.71 3.56 -1.01  0.348
30 H 2.48 4.72 1.10  0.500
31 H 0.56 2.93 1.82  0.403
32 H 4.67 2.99 -2.62  0.348
33 H 6.06 2.10 -4.75  0.462
34 H 4.98 -0.32 -5.30  0.505
35 Cl -0.77 -2.15 -1.25  -0.066
36 C -1.14 -2.46 0.41  0.960
37 C -0.95 -1.35 1.23  -0.854
38 C -1.39 -1.53 2.55  1.108
39 Cl -1.38 -0.16 3.60  -0.002
40 C -1.86 -2.75 3.02  0.125
41 Cl -2.38 -2.89 4.65  -0.129
42 C -1.92 -3.86 2.17  0.478
43 Cl -2.45 -5.38 2.73  -0.108
44 C -1.58 -3.71 0.81  -0.183
45 Cl -1.70 -5.00 -0.30  -0.135
46 C 0.87 3.11 6.17  -1.173
47 C 1.68 1.97 5.67  0.819
48 C 2.76 1.46 6.40  -0.603
49 C 3.44 0.41 5.80  -0.339
50 N 3.10 -0.06 4.63  -0.500
51 C 2.05 0.45 3.98  0.208
52 S 1.68 -0.32 2.49  0.302
53 N 1.36 1.45 4.49  -0.241
54 H 1.18 3.43 7.16  0.403
55 H -0.19 2.83 6.19  0.279
56 H 0.95 3.95 5.48  0.280
57 H 3.04 1.85 7.37  0.432
58 H 4.30 -0.04 6.27  0.463
59 C -5.35 -1.76 1.76  -1.347
60 C -4.82 -0.79 0.77  1.066
61 C -5.34 -0.65 -0.50  -1.034
62 C -4.76 0.30 -1.36  0.845
63 N -3.65 0.94 -1.00  -0.460
64 C -3.15 0.79 0.20  0.165
65 S -1.76 1.68 0.66  -0.354
66 N -3.77 -0.01 1.12  0.178
67 C -5.32 0.65 -2.68  -1.221
68 H -6.26 -2.23 1.38  0.422
69 H -5.57 -1.29 2.71  0.366
70 H -4.61 -2.54 1.94  0.200
71 H -6.17 -1.25 -0.83  0.432
72 H -3.41 -0.02 2.08  0.215
73 H -6.16 0.01 -2.95  0.399
74 H -4.55 0.58 -3.44  0.286
75 H -5.66 1.69 -2.68  0.333